40
Properties=species:S:1:pos:R:3 method="wB97M-V/def2-TZVPD" max_force_ev_per_a=4.8 total_energy_ev=-106314.213 spin_multiplicity=1 orbital_gap_ev=6.514 total_charge=-1 e_homo_ha=-0.1424
C -1.48 0.13 0.02
C -1.62 0.26 -1.47
N -0.28 0.10 -2.13
C 0.64 1.16 -1.60
C 0.79 1.02 -0.11
N -0.05 -0.12 0.40
C 0.42 -1.37 -0.28
C 0.28 -1.24 -1.77
H -1.80 1.05 0.53
H -2.06 -0.72 0.39
H -2.28 -0.52 -1.87
H -2.00 1.26 -1.74
H 1.61 1.03 -2.10
H 0.22 2.14 -1.87
H 1.82 0.80 0.17
H 0.46 1.93 0.42
H 1.46 -1.51 0.00
H -0.19 -2.19 0.11
H -0.41 -2.00 -2.17
H 1.25 -1.33 -2.27
O 1.90 -2.90 5.39
C 1.19 -2.16 5.95
Co 0.17 -0.98 6.70
C -1.46 -1.60 6.63
O -2.53 -2.04 6.61
C 0.58 -0.71 8.38
O 0.86 -0.55 9.50
C 0.67 0.71 5.75
C 0.11 0.70 4.44
C 0.24 0.11 3.24
Co -0.84 1.64 5.59
C -2.61 1.29 5.32
O -3.76 1.30 5.36
C -0.60 3.20 4.74
O -0.44 4.25 4.28
C -0.91 2.17 7.27
O -0.96 2.54 8.36
H 1.67 1.07 6.02
H -0.50 0.29 2.46
H 1.05 -0.60 3.02